A molecular structure, C35H32AsCoN2O2SSe2. Source: OMol25; level of theory: wB97M-V/def2-TZVPD.

Properties
**Energy relative to the best compared isomer or geometry (same formula, charge and spin)**: 0.0 kcal/mol
**E_LUMO (spin up / spin down)**: 2.09 / 2.09 eV
**Spin multiplicity**: 4
**Charge**: -1
**Calculated total energy**: -283885.927 eV
**<S²>**: 3.77
**HOMO (spin up / spin down)**: -3.3 / -3.6 eV
**Orbital gap (spin up / spin down)**: 5.36 / 5.67 eV

The geometry in XYZ format:
```
76
Properties=species:S:1:pos:R:3:forces:R:3
O -2.35792 -6.36377 0.03122 -0.08 0.05 -0.02
S 1.80936 0.08430 1.55410 0.04 0.25 -0.10
C 0.13525 3.35247 0.45642 -0.03 0.00 -0.06
H -3.75837 2.42765 -2.27515 0.01 0.00 0.02
H -1.08592 -4.43668 1.18372 -0.05 -0.12 0.05
H 3.16870 4.13951 -0.84468 0.00 0.00 -0.01
H -4.41148 -3.31388 -1.20189 -0.01 0.05 -0.01
C 2.09566 1.14407 -3.30110 -0.01 0.07 -0.08
C -2.65663 -3.88048 -0.13106 0.21 0.29 0.02
H 4.11205 0.86511 -4.00964 -0.01 -0.01 0.00
H 1.29076 3.26705 6.19783 0.00 0.00 0.00
C -4.17122 3.43378 3.63691 0.01 0.03 -0.01
H 2.40056 2.45671 -5.01013 0.01 -0.02 0.02
C -1.87716 2.59451 -3.28512 0.02 -0.02 -0.05
H -2.52949 -3.89786 2.01841 -0.04 0.02 -0.01
C 2.42446 1.74190 5.17385 -0.03 0.01 -0.04
H 2.85923 -1.50462 -0.64922 0.00 -0.02 -0.02
Se -0.94633 -2.00581 1.65019 -0.17 -0.24 0.45
C -0.65242 4.13182 -0.39257 0.03 -0.01 0.06
C 3.37086 0.56015 -3.27962 0.02 0.02 -0.02
C 0.55867 2.00000 3.12800 0.01 0.09 0.02
C -3.28709 -5.29177 -0.07092 0.10 -0.19 0.04
H -0.85340 -4.50322 -1.10910 -0.03 -0.10 0.01
C -3.17842 2.68322 3.01899 0.01 0.06 -0.01
C -2.04509 3.29502 2.48445 -0.02 0.00 0.03
C 0.42212 2.60097 -4.27940 -0.12 -0.01 0.03
N -0.97032 0.84587 -1.33116 0.26 -0.07 -0.22
C 2.66878 -0.76224 -1.41412 0.07 0.02 0.00
C -3.90334 -2.99867 -0.27827 -0.07 -0.12 -0.01
C -0.54046 2.16893 -3.30164 0.01 0.03 -0.09
H 3.32876 0.23969 3.93739 0.00 0.00 0.01
H 1.74861 5.51264 -2.34470 0.01 -0.01 0.01
C 1.68082 2.12200 -4.27185 0.11 -0.06 0.03
Se -0.95739 -2.21609 -2.04822 -0.01 -0.13 -0.31
O -3.69664 -1.59604 -0.30059 0.20 -0.04 0.03
C -2.21592 1.25962 -1.33336 -0.14 0.00 0.14
H -5.04268 2.94261 4.05274 0.01 -0.01 0.00
C 1.51762 3.37016 0.28170 0.01 0.02 -0.02
H -4.56391 -1.18426 -0.30057 -0.08 -0.01 0.02
C 0.45699 2.77242 4.28333 -0.02 -0.01 -0.03
C 3.65665 -0.39314 -2.33723 0.02 -0.03 0.06
H -1.73124 4.12599 -0.27782 0.00 0.02 0.00
H -1.05190 5.17285 2.17614 0.00 0.01 -0.01
C 1.18408 0.71645 -2.33297 -0.05 0.01 0.08
H -2.23730 -4.33275 -2.20132 -0.01 -0.02 0.01
C -1.71939 -3.88380 -1.34787 -0.01 0.15 -0.05
C -2.92529 5.43594 3.18360 0.01 -0.02 0.00
H -3.92064 -5.43376 -0.95723 -0.01 -0.01 -0.02
C -1.87137 -3.68486 1.17190 -0.10 0.14 -0.04
H -4.82194 5.40452 4.19132 0.00 -0.01 0.00
C -4.04770 4.81422 3.71603 0.01 -0.02 -0.01
H 2.14520 2.74963 0.90895 -0.01 -0.01 0.02
C 2.09202 4.14506 -0.72044 -0.03 -0.01 0.02
C 1.29877 4.91548 -1.56013 -0.02 -0.01 0.02
C 1.59770 1.06246 2.98578 0.06 -0.11 -0.02
H 4.62794 -0.86636 -2.29278 -0.01 0.01 0.01
C -0.14775 1.26532 -2.31071 -0.03 0.03 0.02
Co -0.15162 -0.81544 -0.19378 -0.16 -0.01 0.21
H -2.83565 0.88951 -0.52455 0.01 -0.05 -0.04
C -1.93056 4.68057 2.57567 -0.01 0.00 0.03
C -2.71948 2.12861 -2.30852 0.00 0.02 -0.03
As -0.73152 2.07230 1.67178 0.02 -0.01 0.09
H -0.71005 5.50603 -2.04042 -0.01 0.00 0.01
H -3.92245 -5.37263 0.81301 0.00 -0.01 0.03
H -2.82054 6.51260 3.25014 0.00 0.00 -0.01
H 0.11318 3.32324 -5.02572 -0.02 0.01 0.01
C -0.07940 4.91144 -1.38882 0.03 -0.01 0.05
H -0.35937 3.47596 4.39182 0.00 0.01 -0.02
H -3.27423 1.60425 2.95384 -0.02 -0.01 0.00
H 3.15782 1.63610 5.96586 0.00 -0.01 -0.01
C 2.52623 0.95950 4.03943 -0.06 0.02 0.02
H -2.22869 3.27954 -4.04837 0.00 0.01 0.02
C 1.38289 2.65671 5.30770 0.02 -0.03 0.00
H -1.70427 -6.24459 -0.66570 0.01 0.01 0.00
H -4.55985 -3.25700 0.56584 -0.04 0.03 -0.02
N 1.47014 -0.22276 -1.41335 0.16 0.12 -0.31
```
Forces are in eV/Å.